# 1
A cluster of 6 separate species, C30H33F6NO4 in total in a non-equilibrium geometry, computed with ωB97M-V/def2-TZVPD.

Element x y z (Å)
C  -2.3910  -0.5665  -0.6954
C  -0.8791  -0.6231  -0.4735
O  -0.5168  0.5556  0.0613
C  0.7667  0.7517  0.3217
O  1.7147  0.0288  -0.0778
C  1.0849  2.0676  1.0307
F  2.2659  1.9408  1.6398
F  1.1823  3.0468  0.1155
F  0.1783  2.4028  1.9401
H  -2.8678  -0.3419  0.2587
H  -2.8061  -1.5569  -0.8820
H  -2.5757  0.1642  -1.4829
H  -0.3555  -0.9184  -1.3827
H  -0.7401  -1.4397  0.2350
C  2.1757  3.7146  4.0920
C  1.6900  4.8743  4.9712
O  1.4998  4.3662  6.2731
C  1.0290  5.1728  7.2502
O  0.7259  6.3533  7.0813
C  0.8936  4.5007  8.6547
F  -0.3854  4.6644  9.0231
F  1.2414  3.2165  8.6946
F  1.6385  5.1815  9.5094
H  1.4385  2.9150  4.1646
H  3.2036  3.3934  4.2607
H  2.1230  3.9721  3.0342
H  0.7730  5.1869  4.4716
H  2.4053  5.6876  4.8490
C  -5.5589  1.2688  -3.1182
C  -5.3162  0.9275  -1.8168
C  -5.8108  -0.3542  -1.6648
N  -6.4532  -0.7911  -2.8141
C  -6.2536  0.1816  -3.7741
H  -5.2946  2.2586  -3.4600
H  -4.8433  1.6220  -1.1382
H  -5.8258  -0.9718  -0.7789
H  -6.8924  -1.6876  -2.9677
H  -6.5508  -0.0566  -4.7847
C  1.2372  -3.9904  -1.7618
C  1.1501  -5.2791  -1.2636
C  1.6054  -5.5763  0.0704
C  2.1355  -4.4850  0.8778
C  2.4176  -3.2408  0.2124
C  1.9580  -3.0106  -1.0440
H  0.7454  -3.7828  -2.7007
H  0.5944  -6.0670  -1.7502
H  1.5598  -6.6162  0.3584
H  2.6725  -4.6739  1.7956
H  2.8047  -2.3263  0.6368
H  2.1315  -1.9993  -1.3808
C  5.9496  3.3330  -2.4832
C  5.6972  2.9808  -1.1412
C  4.5017  3.5166  -0.5868
C  3.6220  4.3229  -1.3470
C  4.0407  4.6769  -2.6442
C  5.1325  4.0884  -3.3034
H  6.8202  2.9199  -2.9709
H  6.2575  2.3557  -0.4618
H  4.0884  3.1894  0.3559
H  2.6780  4.6158  -0.9118
H  3.4012  5.2595  -3.2906
H  5.3319  4.1164  -4.3645
C  -2.3749  -4.2118  -2.4226
C  -2.7079  -4.9168  -1.2910
C  -3.2682  -6.2143  -1.5477
C  -3.3332  -6.7383  -2.8499
C  -2.8830  -6.0589  -3.9479
C  -2.4298  -4.7279  -3.7194
H  -1.9616  -3.2165  -2.3532
H  -2.6043  -4.5810  -0.2698
H  -3.6674  -6.6979  -0.6683
H  -3.8044  -7.7022  -2.9735
H  -2.9382  -6.3736  -4.9796
H  -2.2732  -3.9967  -4.4986

As for the SMILES: CCOC(=O)C(F)(F)F.CCOC(=O)C(F)(F)F.c1cc[nH]c1.c1ccccc1.c1ccccc1.c1ccccc1. The calculation puts the LUMO energy at 0.4 eV.



# 2
A cluster of 8 separate species, C60H69BF7O2 in total in a non-equilibrium geometry, computed with ωB97M-V/def2-TZVPD.

Element x y z (Å)
C  1.1899  7.7171  0.5140
C  0.8056  6.3557  0.3726
C  0.5438  4.7463  0.0066
C  -0.6400  4.1365  0.9635
C  -0.2309  4.0642  2.5502
C  -0.0661  2.5464  3.1544
C  -1.4779  1.7839  3.5008
C  -1.2753  0.7139  4.7697
C  -0.1613  -0.4648  4.4307
C  -0.7983  -1.7566  3.6200
C  0.2542  -3.0221  3.8702
C  0.6017  -3.8692  2.5113
C  1.8504  -3.2887  1.6238
C  3.1298  -2.7404  2.4872
C  3.2668  -1.1262  2.2038
C  4.3318  -0.9225  0.9358
C  5.8263  -0.6029  1.5594
C  -1.2404  2.8147  0.2011
O  -2.0422  3.5392  -0.8393
B  -2.8199  4.5427  -0.0381
O  -1.8492  5.0208  1.0039
H  1.6563  8.8037  0.3624
H  1.5420  4.1636  0.1920
H  0.3213  4.6862  -1.1502
H  -0.9381  4.7557  3.2188
H  0.8449  4.5741  2.6367
H  0.5074  2.6645  4.1943
H  0.6704  1.9146  2.4729
H  -1.8683  1.1035  2.6017
H  -2.3033  2.5447  3.8773
H  -2.3096  0.1510  4.9590
H  -1.0429  1.2834  5.7908
H  0.7569  -0.0886  3.8101
H  0.2484  -0.9037  5.4606
H  -0.8845  -1.6005  2.4627
H  -1.8599  -2.0883  4.0490
H  1.1805  -2.6506  4.4806
H  -0.3324  -3.7684  4.5945
H  0.7151  -5.0214  2.7456
H  -0.3645  -3.7876  1.8150
H  2.2465  -4.2048  0.9692
H  1.5098  -2.4709  0.8385
H  3.1420  -3.0461  3.6164
H  4.1023  -3.2376  2.0047
H  2.2390  -0.6608  1.8151
H  3.6143  -0.4914  3.1234
H  4.3757  -1.8457  0.2178
H  3.9360  -0.0069  0.2875
H  5.7853  -0.7115  2.7259
H  6.6698  -1.3312  1.1809
H  6.1471  0.4930  1.2695
H  -0.3762  2.3087  -0.4057
H  -2.0696  2.1618  0.7065
H  -3.7144  4.1197  0.6385
H  -3.2350  5.4967  -0.6217
F  -2.7948  -4.8202  5.6282
C  -3.6194  -3.9197  6.1794
C  -4.1922  -2.9368  5.3797
C  -5.0549  -2.0022  5.9522
C  -5.3269  -2.0545  7.3215
C  -4.7432  -3.0418  8.1167
C  -3.8894  -3.9829  7.5419
H  -3.9626  -2.9068  4.3196
H  -5.5139  -1.2345  5.3342
H  -5.9964  -1.3226  7.7685
H  -4.9531  -3.0780  9.1830
H  -3.4341  -4.7625  8.1436
F  1.9713  -5.4504  -1.6644
C  2.5947  -6.5939  -1.3509
C  3.6945  -7.0008  -2.0984
C  4.3470  -8.1888  -1.7691
C  3.8853  -8.9630  -0.7018
C  2.7775  -8.5486  0.0393
C  2.1322  -7.3551  -0.2832
H  4.0337  -6.3908  -2.9291
H  5.2125  -8.5117  -2.3424
H  4.3918  -9.8918  -0.4481
H  2.4175  -9.1549  0.8670
H  1.2752  -7.0135  0.2878
F  5.7992  -11.7083  -2.0674
C  6.0067  -11.8690  -3.3811
C  6.6665  -13.0055  -3.8356
C  6.8781  -13.1757  -5.2038
C  6.4368  -12.2011  -6.1021
C  5.7800  -11.0614  -5.6357
C  5.5586  -10.8969  -4.2686
H  7.0095  -13.7478  -3.1224
H  7.3861  -14.0645  -5.5699
H  6.6061  -12.3321  -7.1688
H  5.4411  -10.3022  -6.3365
H  5.0419  -10.0214  -3.8896
F  -8.9926  -1.8318  5.2612
C  -8.7852  -1.9924  3.9475
C  -8.1254  -3.1290  3.4930
C  -7.9137  -3.2992  2.1249
C  -8.3550  -2.3246  1.2265
C  -9.0118  -1.1848  1.6929
C  -9.2332  -1.0204  3.0600
H  -7.7823  -3.8713  4.2063
H  -7.4058  -4.1880  1.7588
H  -8.1858  -2.4556  0.1598
H  -9.3508  -0.4257  0.9921
H  -9.7499  -0.1449  3.4391
F  5.6816  1.3241  -0.9595
C  5.2951  2.3555  -1.7221
C  3.9732  2.7844  -1.6741
C  3.5717  3.8615  -2.4641
C  4.4950  4.4913  -3.3023
C  5.8183  4.0502  -3.3472
C  6.2221  2.9804  -2.5488
H  3.2682  2.2776  -1.0232
H  2.5423  4.2095  -2.4280
H  4.1802  5.3286  -3.9217
H  6.5342  4.5393  -4.0034
H  7.2489  2.6302  -2.5646
F  0.4750  9.6769  -5.5479
C  -0.1833  9.5088  -4.3933
C  -0.3935  8.2233  -3.9064
C  -1.0744  8.0481  -2.7017
C  -1.5474  9.1610  -2.0022
C  -1.3358  10.4469  -2.5016
C  -0.6452  10.6223  -3.7005
H  -0.0261  7.3704  -4.4678
H  -1.2371  7.0476  -2.3087
H  -2.0823  9.0236  -1.0648
H  -1.7085  11.3114  -1.9575
H  -0.4641  11.6152  -4.0987
F  -5.1027  10.7565  -8.5248
C  -4.4600  9.6780  -8.0572
C  -5.0276  8.4191  -8.2204
C  -4.3563  7.2955  -7.7382
C  -3.1289  7.4447  -7.0880
C  -2.5698  8.7130  -6.9247
C  -3.2359  9.8352  -7.4168
H  -5.9857  8.3235  -8.7206
H  -4.7879  6.3061  -7.8676
H  -2.6078  6.5685  -6.7081
H  -1.6163  8.8271  -6.4146
H  -2.8115  10.8275  -7.3064

As for the net charge: -1. The calculation puts the LUMO energy at 1.8 eV.



# 3
An isolated molecule of C23H27N3O5 in a non-equilibrium geometry, computed with ωB97M-V/def2-TZVPD.

Element x y z (Å)
C  -1.0020  -6.9787  1.8298
O  -1.1085  -5.5855  1.6631
C  -2.3935  -5.1126  1.3302
C  -2.5884  -4.7293  -0.1650
C  -1.7319  -5.5595  -1.1212
N  -2.4042  -3.3053  -0.3768
C  -3.4445  -2.4522  -0.6952
C  -4.8559  -2.8970  -0.8636
C  -2.9456  -1.1922  -0.8180
C  -1.5458  -1.2582  -0.5674
C  -0.6049  -0.1646  -0.5736
O  0.5898  -0.2546  -0.3798
C  -1.2279  1.2157  -0.8551
O  -0.2270  2.2109  -0.7793
C  0.6803  2.1749  -1.7547
O  0.5654  1.5383  -2.7761
C  1.8447  3.0545  -1.4838
N  1.8815  3.6926  -0.3818
N  2.9070  4.5154  -0.0855
C  2.6685  5.3417  1.0433
C  1.3542  5.6951  1.3324
C  1.0781  6.4835  2.4328
C  2.1057  6.9294  3.2473
C  3.4114  6.5701  2.9612
C  3.7002  5.7729  1.8676
C  4.0869  4.5511  -0.8085
O  4.9361  5.3933  -0.6341
C  4.2358  3.4108  -1.7974
C  2.9237  3.1384  -2.5218
C  -1.2512  -2.5927  -0.2934
C  0.0757  -3.1617  0.0392
H  -1.6519  -7.3299  2.6398
H  0.0358  -7.1719  2.0949
H  -1.2486  -7.5254  0.9142
H  -2.5680  -4.2142  1.9340
H  -3.1450  -5.8611  1.6063
H  -3.6380  -4.9247  -0.3993
H  -0.6993  -5.5971  -0.7914
H  -2.1205  -6.5737  -1.1786
H  -1.7674  -5.1210  -2.1156
H  -5.2473  -3.3480  0.0490
H  -4.9576  -3.6146  -1.6786
H  -5.4651  -2.0294  -1.1014
H  -3.5128  -0.3176  -1.0640
H  -1.6820  1.2014  -1.8525
H  -1.9709  1.4667  -0.0978
H  0.5624  5.3341  0.6952
H  0.0560  6.7546  2.6520
H  1.8894  7.5514  4.1030
H  4.2165  6.9063  3.5973
H  4.7201  5.4972  1.6577
H  5.0443  3.6545  -2.4866
H  4.5297  2.5262  -1.2224
H  2.9599  2.2132  -3.0966
H  2.6865  3.9532  -3.2149
H  -0.0035  -3.9491  0.7828
H  0.7104  -2.3636  0.4147
H  0.5531  -3.5616  -0.8561

The calculation puts the relative energy (zero: lowest compared OMol25 entry of this formula, charge and spin) at 82.5 kcal/mol. As for the SMILES: COC[C@H](C)n1c(C)cc(C(=O)COC(=O)C2=NN(c3ccccc3)C(=O)CC2)c1C. The calculation puts the LUMO energy at 0.5 eV.



# 4
A structure of composition C15H8Cl4O4S2Tl in a non-equilibrium geometry, computed with ωB97M-V/def2-TZVPD.

Element x y z (Å)
Tl  0.4579  -0.3555  -0.9067
S  -2.5548  -0.3931  -1.1572
C  -2.8966  -1.9110  -0.5300
C  -3.9545  -2.6750  -1.1147
C  -4.2856  -3.9041  -0.6416
C  -3.5656  -4.4721  0.4472
C  -2.5293  -3.8037  1.0143
C  -2.1606  -2.4921  0.5777
S  -0.9377  -1.6782  1.3905
H  -4.4890  -2.2346  -1.9450
H  -5.0935  -4.4642  -1.0950
H  -3.8530  -5.4471  0.8205
H  -1.9820  -4.2368  1.8404
Cl  6.6728  3.9503  0.0157
C  5.4470  2.8704  0.6203
C  4.2513  2.7466  -0.0644
C  3.2896  1.8716  0.4224
C  3.5244  1.1188  1.5616
C  4.7235  1.2787  2.2460
C  5.6928  2.1535  1.7803
C  2.5044  0.0889  2.0959
O  2.6840  -0.2958  3.2512
O  1.6140  -0.3281  1.2839
H  4.0798  3.3198  -0.9655
H  2.3398  1.7864  -0.0789
H  4.8786  0.7025  3.1481
H  6.6296  2.2755  2.3080
Cl  0.5362  5.0000  -1.0361
C  0.0696  3.8945  -2.3404
Cl  1.0109  4.2704  -3.7853
Cl  -1.6525  4.1110  -2.6927
C  0.3047  2.4056  -1.8505
O  1.0937  1.7070  -2.5029
O  -0.3418  2.0915  -0.8341

The calculation puts the relative energy (zero: lowest compared OMol25 entry of this formula, charge and spin) at 39.5 kcal/mol. As for the net charge: -1. The calculation puts the LUMO energy (alpha / beta) at -0.3 / -0.3 eV.